Density functional theory data (ωB97M-V/def2-TZVPD) for 2 unconnected molecules or ions with the total composition C26H54NO6S.

Last column: Mulliken charge in e.
Atoms and positions in Å:
H  -6.2982  1.4507  0.3934  0.385
C  -0.9959  2.3188  -3.1398  -0.472
N  4.6893  -3.3890  4.1283  0.132
H  1.7287  -0.9247  3.1435  0.368
C  6.6184  -3.7313  6.7625  -1.143
C  -8.5918  -3.3933  -1.6744  -0.806
C  -6.4134  1.3331  -0.7734  -0.669
O  -7.1679  -2.9156  -3.7505  -0.525
H  -4.1619  3.9218  -3.1669  -0.124
C  -6.8863  4.0577  -0.7626  -0.483
C  6.1942  -3.7799  4.1944  -0.614
H  -4.9142  3.0007  -1.2020  0.059
C  4.4334  -2.1189  4.9522  -0.424
H  7.2521  -4.2182  7.5105  0.413
H  5.1595  -2.3745  2.2998  0.450
C  2.9792  1.7385  -2.9309  -0.571
H  -3.3783  4.7864  -1.5973  0.254
C  4.3945  -3.0870  2.6354  -0.676
O  5.9928  -0.4897  -1.8544  -0.383
H  5.6070  -3.7167  7.1747  0.280
H  -5.5546  0.5782  -1.1144  0.266
C  -8.0812  -2.3776  -2.8985  0.584
H  -8.0609  -0.2443  -0.5248  0.168
H  2.7740  -4.3363  4.4249  0.455
C  0.5736  2.7963  -3.1918  -0.518
C  -1.8239  3.3477  -4.1536  -0.746
H  5.3994  -0.7774  0.1982  -0.090
H  4.9196  0.9847  -3.8600  0.281
H  3.4123  -0.4537  2.9272  0.290
C  4.5395  -0.1190  -1.8214  -0.318
C  -3.5548  4.8639  -2.7742  0.161
H  -6.5794  -0.5696  -2.7160  0.271
C  -6.0648  2.7910  -1.4382  -0.003
C  -2.0768  4.8429  -3.4863  -0.476
H  2.2796  -2.2432  5.1283  0.292
H  -8.7388  -4.4885  -2.1245  0.319
H  0.9795  3.1801  -2.1369  0.286
H  4.5574  -2.3617  6.0068  0.263
H  7.7295  -4.7629  5.2835  0.401
H  6.3710  -4.4489  3.3417  0.365
H  3.4820  -0.3174  -3.9498  0.340
H  4.1176  -5.4490  4.0306  0.349
C  1.5312  1.5394  -3.7400  -0.659
H  0.7793  3.6800  -3.9675  0.281
H  3.8880  -1.0449  -1.4507  0.120
H  -1.2255  5.1287  -2.7346  0.245
C  -7.8393  0.6753  -1.2518  -0.324
H  -1.1157  1.2404  -3.6212  0.334
H  -2.1047  5.6322  -4.3604  0.279
C  6.3716  -0.4417  -0.4071  -0.283
H  -7.7371  -3.4824  -0.8549  0.225
H  -7.1091  3.7872  0.3783  0.300
H  6.9743  -2.7047  6.6358  0.293
H  3.9874  -4.7093  5.6677  0.355
H  6.6194  0.6527  -0.0430  0.295
C  3.0352  -1.5554  4.7347  -0.722
H  6.7732  -2.8657  4.0232  0.399
C  3.0043  -2.5028  2.4163  -0.636
H  7.2060  -1.2204  -0.1367  0.291
H  -1.0933  3.5379  -5.0758  0.329
H  -9.5906  -2.9528  -1.2518  0.282
H  2.7114  1.8349  -1.7813  0.272
H  2.2331  -3.2537  2.6217  0.357
S  -5.9613  5.8773  -2.4317  0.613
C  6.6756  -4.5059  5.4573  -0.455
C  -7.6078  0.0095  -2.7457  -0.391
H  6.1632  -5.4664  5.5765  0.311
H  3.4847  2.7719  -3.2471  0.221
H  1.0195  0.5419  -3.3958  0.329
H  2.8907  -2.2367  1.3591  0.378
O  -8.6394  -1.0238  -3.0429  -0.329
H  -6.2262  2.8593  -2.5955  0.256
O  -4.3666  6.0569  -3.0616  -0.421
H  5.1924  -1.3836  4.6598  0.402
H  4.5145  -4.0231  2.0792  0.373
O  -5.9503  5.2275  -0.8514  -0.342
H  1.6462  1.5984  -4.9058  0.235
H  4.4844  0.7911  -1.0530  0.286
C  2.7619  -1.2683  3.2691  -0.665
O  -6.5041  7.3469  -2.2463  -0.538
H  -7.8995  4.2916  -1.3488  0.275
C  4.0135  0.4976  -3.2647  -0.396
C  3.8264  -4.5596  4.5975  -1.043
H  2.9319  -0.6273  5.3086  0.419
H  -8.7633  1.3932  -1.1859  0.275
H  -7.5756  0.8448  -3.5657  0.196
H  -2.7920  2.8527  -4.5926  0.360
H  -1.4588  2.2551  -2.0666  0.224

Computed properties:
Calculated total energy ... -52430.3580 eV
Net charge ... +1
Molar mass ... 508.8 g/mol

---

Density functional theory data (ωB97M-V/def2-TZVPD) for C8H13NOS in the gas phase.

Last column: Mulliken spin population.
Atoms and positions in Å:
C  0.5555  -0.8576  1.2858  -0.035
H  1.3457  2.9861  1.1770  -0.001
H  -1.2826  -1.9494  0.9232  0.003
C  -1.2772  -0.1869  -0.3281  -0.010
C  1.3923  -1.6319  0.3752  1.151
S  2.7910  -1.5440  -0.3006  0.146
O  3.9946  -0.0692  -0.1457  0.320
H  -1.4737  -0.4294  1.8056  -0.005
H  0.8635  0.1965  1.3262  0.045
H  -3.0598  0.7926  0.4242  0.000
C  2.6709  1.8439  0.0636  -0.055
N  3.6834  1.1851  -0.0031  0.139
C  -0.9467  -0.9147  0.9813  0.052
H  0.1090  -1.4947  -1.3352  -0.005
C  1.6982  2.7003  0.2009  0.157
H  -0.7108  0.7510  -0.3462  0.001
H  0.7326  -1.2956  2.2752  0.066
C  -2.7656  0.1445  -0.3984  0.005
C  -0.8619  -1.0369  -1.5252  0.028
H  -0.7928  -0.4350  -2.4322  0.001
H  1.2703  3.1967  -0.6523  -0.002
H  -2.9941  0.6515  -1.3327  0.000
H  -3.3566  -0.7662  -0.3476  -0.001
H  -1.5850  -1.8366  -1.6908  0.000

Computed properties:
Energy relative to the best compared isomer or geometry (same formula, charge and spin) ... 1.433 eV
2S+1 ... 3
⟨S²⟩ ... 2.061
Net charge ... 0
Molar mass ... 171.3 g/mol